No. 1
{"formula": "C17H36Cl2N11O18", "method": "ωB97M-V/def2-TZVPD", "total_charge": 1, "mol_weight_g_mol": 753.4, "symbols": ["C", "C", "C", "C", "N", "C", "N", "C", "Cl", "C", "C", "Cl", "H", "H", "H", "H", "H", "H", "H", "H", "H", "C", "N", "O", "O", "H", "H", "H", "C", "N", "O", "O", "H", "H", "H", "C", "N", "O", "O", "H", "H", "H", "C", "N", "O", "O", "H", "H", "H", "C", "N", "O", "O", "H", "H", "H", "C", "N", "O", "O", "H", "H", "H", "C", "N", "O", "O", "H", "H", "H", "C", "N", "O", "O", "H", "H", "H", "C", "N", "O", "O", "H", "H", "H"], "positions_angstrom": [[-1.458404, -2.516526, -4.545248], [-1.413971, -1.778322, -3.609143], [-1.423815, -1.218457, -2.330926], [-1.999171, -0.081956, -1.864576], [-1.668503, 0.000807, -0.533846], [-0.929308, -1.032912, -0.184867], [-0.765630, -1.809582, -1.260992], [-0.041172, -3.055912, -1.318050], [1.693660, -2.752252, -1.333535], [-0.463609, -3.996523, -0.184378], [-1.953407, -4.253724, -0.267413], [0.421143, -5.499314, -0.338050], [-1.586258, -3.154381, -5.377334], [-2.596886, 0.621987, -2.394970], [-1.998168, 0.773656, 0.047975], [-0.535401, -1.215080, 0.788664], [-0.284554, -3.554017, -2.240619], [-0.216930, -3.525806, 0.757550], [-2.231091, -4.448222, -1.294883], [-2.222374, -5.113270, 0.324314], [-2.526894, -3.403324, 0.075476], [5.178466, -3.886150, -1.724000], [6.027717, -3.795781, -2.941766], [5.537664, -4.213243, -3.970223], [7.123797, -3.301163, -2.818576], [4.238280, -4.342156, -2.009489], [5.694179, -4.489190, -0.985790], [5.033283, -2.873274, -1.360317], [2.796188, -3.100947, -5.273937], [1.706519, -2.958953, -6.278545], [1.778691, -2.050286, -7.072747], [0.800641, -3.767083, -6.215062], [3.518649, -2.310695, -5.435368], [2.332571, -3.019387, -4.295043], [3.251562, -4.076851, -5.403488], [-3.584617, 3.684817, 1.882843], [-2.929615, 2.557321, 1.184148], [-3.101735, 2.411165, -0.014788], [-2.219430, 1.799444, 1.821540], [-4.159245, 4.244143, 1.157552], [-4.225409, 3.262050, 2.650226], [-2.802200, 4.298355, 2.322759], [0.350939, 1.857250, 4.782442], [0.254471, 3.325077, 4.553181], [1.230324, 3.895674, 4.117066], [-0.806135, 3.842555, 4.823237], [1.345155, 1.532204, 4.501135], [0.160605, 1.679954, 5.836026], [-0.412911, 1.387585, 4.170088], [-7.179021, 0.535152, 0.211280], [-6.557136, 1.825829, 0.613870], [-6.466872, 2.701068, -0.221791], [-6.189858, 1.925473, 1.766455], [-7.458446, 0.601686, -0.832818], [-6.442878, -0.244792, 0.377788], [-8.047178, 0.383053, 0.844632], [4.520822, -2.369765, 1.962821], [3.680924, -3.568485, 1.680906], [2.539736, -3.575581, 2.093848], [4.206917, -4.462812, 1.054957], [3.927880, -1.661324, 2.527339], [5.383678, -2.704186, 2.530379], [4.830918, -1.955259, 1.008697], [10.570041, -3.361308, -1.727079], [10.194991, -3.836854, -0.366975], [10.691984, -4.863789, 0.035177], [9.399779, -3.155193, 0.248883], [11.274779, -4.061978, -2.156969], [9.657006, -3.310874, -2.312856], [11.010847, -2.375754, -1.616951], [-6.635979, 5.919968, 0.441733], [-5.910472, 6.481714, 1.614678], [-6.109400, 5.981051, 2.699259], [-5.149272, 7.402194, 1.398936], [-7.266304, 5.109958, 0.783003], [-7.222383, 6.721307, 0.003302], [-5.887077, 5.564190, -0.258474], [-2.711210, 8.288696, 3.572901], [-2.864315, 6.824391, 3.382634], [-3.282732, 6.164927, 4.301873], [-2.559270, 6.376032, 2.289643], [-3.021325, 8.533562, 4.580769], [-1.665230, 8.528196, 3.408453], [-3.342475, 8.771596, 2.833420]], "forces_ev_per_angstrom": [[-0.2, 0.0, -0.4], [-0.1, -0.5, 0.1], [0.1, 0.5, 0.2], [0.4, -0.5, 0.2], [-0.3, 0.2, -0.4], [-0.1, 0.0, -0.4], [-0.1, 0.4, 0.2], [0.1, -0.7, 0.4], [0.4, 0.3, 0.0], [-0.3, 0.6, -0.1], [0.0, 0.0, -0.2], [0.3, -0.3, 0.0], [0.2, -0.2, -0.5], [-0.2, 0.4, 0.0], [0.2, 0.0, 0.3], [0.2, -0.1, 0.4], [-0.1, 0.1, -0.5], [0.3, -0.1, 0.4], [-0.2, -0.2, -0.3], [-0.1, -0.2, 0.2], [-0.2, 0.3, 0.2], [-0.1, -0.1, 0.0], [-0.4, 0.0, 0.2], [0.2, 0.0, -0.3], [0.1, 0.0, -0.1], [0.0, 0.0, 0.0], [0.1, 0.1, 0.0], [0.1, 0.0, 0.1], [0.1, 0.1, 0.0], [0.2, 0.2, 0.1], [-0.1, 0.0, 0.0], [-0.2, -0.1, 0.0], [0.0, 0.0, -0.1], [0.0, -0.1, 0.0], [-0.1, -0.1, 0.0], [0.0, -0.1, 0.1], [-0.1, 0.1, 0.0], [-0.1, 0.0, -0.1], [0.0, -0.1, 0.1], [0.0, -0.1, -0.1], [0.1, 0.0, 0.0], [0.0, -0.1, 0.0], [0.1, -0.1, 0.0], [0.0, -0.1, 0.0], [0.0, 0.0, -0.1], [-0.1, 0.1, 0.0], [0.0, 0.0, 0.0], [-0.1, 0.0, 0.0], [-0.1, 0.0, 0.1], [-0.1, 0.0, -0.2], [-0.1, 0.1, 0.0], [0.1, 0.0, 0.0], [0.1, -0.1, 0.0], [0.0, 0.0, 0.0], [0.0, 0.0, 0.1], [0.0, 0.0, 0.1], [-0.1, 0.1, 0.1], [0.1, 0.1, 0.1], [-0.1, 0.0, -0.1], [-0.1, 0.0, 0.0], [0.0, 0.0, 0.0], [0.1, 0.0, -0.1], [0.1, -0.1, 0.0], [0.1, -0.1, -0.1], [0.0, 0.0, -0.1], [0.0, -0.1, 0.0], [-0.1, 0.0, 0.0], [0.0, 0.0, 0.1], [0.0, 0.1, 0.0], [-0.1, 0.0, 0.0], [-0.1, 0.0, 0.0], [-0.1, 0.0, -0.1], [0.0, -0.1, 0.1], [0.0, 0.1, 0.0], [0.0, 0.0, 0.1], [0.1, 0.1, 0.0], [0.0, 0.1, -0.1], [0.0, 0.1, 0.1], [0.0, 0.1, 0.0], [0.0, -0.1, 0.1], [0.2, 0.2, 0.0], [0.0, 0.0, 0.0], [0.0, 0.0, -0.1], [0.0, 0.0, -0.1]], "mulliken_charge": [-0.052, -0.708, 0.279, -0.480, 0.320, -0.305, 0.459, -0.654, -0.101, 0.114, -1.320, -0.120, 0.481, 0.556, 0.202, 0.533, 0.383, 0.301, 0.341, 0.437, 0.329, -0.717, 0.911, -0.540, -0.560, 0.277, 0.376, 0.243, -0.531, 0.950, -0.535, -0.553, 0.329, 0.023, 0.340, -0.670, 1.241, -0.693, -0.694, 0.071, 0.273, 0.400, -0.647, 0.883, -0.531, -0.483, 0.292, 0.294, 0.198, -0.791, 0.889, -0.498, -0.491, 0.321, 0.279, 0.311, -0.721, 0.885, -0.516, -0.498, 0.297, 0.323, 0.245, -0.556, 0.864, -0.513, -0.525, 0.298, 0.173, 0.278, -0.794, 0.948, -0.516, -0.543, 0.259, 0.334, 0.309, -0.802, 0.977, -0.521, -0.532, 0.317, 0.302, 0.268]}

---

No. 2
{"formula": "C17H36Cl5CsFGaKMg2O8S", "method": "ωB97M-V/def2-TZVPD", "total_charge": 1, "e_above_lowest_ev": 0.000, "mol_weight_g_mol": 887.1, "symbols": ["C", "C", "Ga", "C", "C", "C", "C", "C", "C", "O", "H", "H", "H", "H", "H", "H", "H", "H", "H", "H", "H", "H", "H", "H", "H", "H", "H", "H", "Mg", "C", "C", "O", "H", "H", "H", "H", "H", "C", "O", "O", "O", "K", "C", "Cl", "Cl", "Cl", "H", "Mg", "F", "Cl", "C", "C", "Cl", "H", "H", "H", "H", "Cs", "O", "S", "O", "O", "C", "C", "C", "H", "H", "H", "H", "H", "H", "H", "H"], "positions_angstrom": [[2.467628, 2.592052, -0.503666], [1.944756, 2.212307, 0.655773], [0.297149, 0.926513, 0.562603], [-0.909672, 1.679205, -0.860060], [-2.384168, 1.717526, -0.464619], [1.067276, -0.936395, 0.110939], [0.012246, -2.042276, -0.002579], [0.457292, -3.279727, -0.826610], [0.733972, -2.915742, -2.284893], [0.870872, -4.073415, -3.063111], [1.957740, 2.328016, -1.442725], [3.423696, 3.170185, -0.577870], [2.353255, 2.587787, 1.595886], [-0.352018, 0.794572, 2.005543], [-0.752325, 1.157363, -1.806296], [-0.603885, 2.709467, -1.051362], [-2.960073, 2.063761, -1.322649], [-2.779237, 0.748485, -0.177613], [-2.554976, 2.443315, 0.322758], [1.580681, -0.787634, -0.834660], [1.746099, -1.172012, 0.934362], [-0.911744, -1.693905, -0.457544], [-0.204597, -2.375576, 1.005100], [1.332248, -3.762820, -0.388845], [-0.391368, -3.953034, -0.865008], [-0.122513, -2.328364, -2.620478], [1.646872, -2.290321, -2.435358], [1.157534, -3.799929, -3.939881], [4.575710, 1.860762, 0.141564], [7.946785, 4.924312, -1.412018], [6.594800, 4.850100, -0.697102], [6.002924, 3.624577, -0.943864], [7.829424, 4.819809, -2.491775], [8.419880, 5.891955, -1.221553], [8.624864, 4.147477, -1.057688], [6.022215, 5.735895, -1.027914], [6.802748, 5.083601, 0.361403], [3.675723, -5.832884, -2.639351], [3.980515, -5.682302, -3.854475], [2.939892, -6.779961, -2.246225], [4.066463, -5.064300, -1.721465], [4.028127, 1.658212, -3.012495], [-4.673113, 4.446384, 0.882919], [-4.033395, 4.976382, -0.676114], [-3.359491, 4.207564, 2.035059], [-5.848349, 5.602350, 1.497302], [-5.172539, 3.497433, 0.737187], [3.089080, -1.617083, -1.247895], [5.035735, -4.668571, -5.335400], [-4.360829, 2.395584, -5.385026], [-5.660204, 3.514401, -4.890462], [-5.640223, 3.783487, -3.409394], [-6.096986, 2.350908, -2.451929], [-6.608313, 3.088438, -5.206372], [-5.502450, 4.445002, -5.432028], [-6.358616, 4.565117, -3.168858], [-4.660005, 4.105285, -3.078476], [3.478878, -9.053304, -2.513580], [-2.516419, -3.916576, 7.095091], [-2.431947, -4.141726, 5.688019], [-1.250435, -4.703995, 5.110990], [-2.780434, -2.789056, 4.932391], [-2.042049, -1.603422, 5.302089], [-0.639187, -1.594050, 4.732705], [-3.829644, -5.060353, 5.147331], [-2.028194, -1.496098, 6.387282], [-2.611506, -0.767445, 4.902203], [-0.027257, -2.376083, 5.180772], [-0.157123, -0.635594, 4.924389], [-0.658734, -1.771040, 3.657059], [-4.727401, -4.606771, 5.556658], [-3.711175, -6.074808, 5.520603], [-3.850482, -5.059017, 4.061307]], "forces_ev_per_angstrom": [[1.1, 0.2, -0.5], [-0.8, -0.5, 0.5], [-0.5, 0.3, 0.4], [0.5, 0.0, 0.3], [0.0, 0.1, -0.7], [-0.5, -0.3, 0.3], [0.7, -0.4, -0.5], [0.0, 1.0, -0.2], [-0.6, -0.4, 0.3], [0.3, 0.0, 0.1], [0.3, 0.1, 0.2], [-1.1, 1.0, -0.7], [0.4, -0.1, 0.1], [0.0, 0.0, 0.0], [-0.2, -0.1, -0.1], [0.2, 0.1, 0.0], [-0.3, 0.0, 0.0], [0.0, -0.1, 0.2], [0.1, -0.2, 0.2], [-0.6, 0.7, -0.2], [0.5, 0.0, -0.2], [-0.2, 0.3, 0.1], [-0.3, 0.0, 0.2], [0.0, -0.3, 0.2], [0.1, -0.5, 0.1], [0.1, 0.4, -0.2], [-0.3, 0.1, -0.2], [-0.1, -0.2, -0.2], [1.4, 0.6, -0.4], [0.0, 0.1, 0.1], [1.0, 0.8, 0.1], [-2.3, -2.4, 0.7], [0.0, -0.1, 0.0], [0.0, 0.0, 0.0], [-0.1, -0.1, 0.0], [-0.4, -0.4, -0.2], [-0.2, -0.4, 0.1], [-0.2, 1.6, 3.8], [-0.5, -1.3, -2.0], [-0.4, 2.4, -1.6], [0.6, 0.9, -1.1], [0.4, 0.3, -0.5], [0.0, 0.0, 0.0], [0.1, 0.1, 0.1], [0.0, 0.1, 0.1], [0.0, 0.0, 0.0], [0.0, 0.0, -0.1], [1.5, 0.1, 0.6], [-0.4, -0.1, 1.4], [0.0, 0.0, 0.0], [-0.1, 0.0, -0.1], [-0.1, 0.1, -0.1], [0.1, 0.0, 0.0], [0.0, -0.1, 0.0], [0.0, 0.0, 0.0], [0.0, 0.0, 0.0], [0.1, -0.1, 0.0], [0.7, -3.1, -0.4], [0.2, 0.0, 0.2], [-0.3, 0.1, -0.3], [0.2, -0.1, 0.1], [-0.1, 0.1, -0.1], [0.3, 0.5, 0.1], [0.2, -0.3, 0.0], [-0.1, 0.0, 0.0], [-0.1, -0.2, 0.0], [-0.2, -0.2, -0.1], [0.0, 0.0, 0.0], [-0.1, 0.1, 0.0], [0.0, 0.1, 0.0], [0.0, 0.0, 0.0], [0.0, 0.0, 0.0], [0.0, 0.0, 0.0]], "mulliken_charge": [-0.926, -0.936, -0.055, -0.583, -0.617, -0.654, -0.077, -1.035, 0.070, -0.480, 0.268, 0.958, 0.611, -0.249, 0.466, 0.421, 0.292, 0.244, -0.136, 0.054, 0.617, 0.296, 0.030, 0.236, 0.413, 0.298, -0.109, 0.338, 0.500, -1.107, -0.286, -0.536, 0.279, 0.353, 0.271, 0.252, 0.239, 0.894, -0.229, -0.706, -0.534, 0.827, 0.132, -0.125, -0.148, -0.125, 0.249, 0.427, -0.363, -0.189, -0.463, -0.366, -0.184, 0.329, 0.308, 0.380, 0.172, 0.974, -0.635, 1.204, -0.604, -0.258, -0.474, -0.755, -0.932, 0.373, 0.281, 0.383, 0.386, 0.051, 0.317, 0.375, 0.307]}

---

Sequential Kohn-Sham gap output: 9.31; 3.32 eV
Sequential electronic energy output: -96471.68963; -190878.69109 eV